ORCA calculation (the ωB97M-V functional and the def2-TZVPD basis) on a 2-piece molecular cluster, C3H6Cl2NO3P overall in a non-equilibrium geometry.

Last column: Mulliken charge in e.
Atoms and positions in Å:
C  -0.925  0.406  -1.449  -0.86
C  -0.559  -0.924  -0.775  -0.50
C  -0.156  -0.586  0.591  0.41
N  -0.827  -0.819  1.586  -0.35
O  0.724  -0.465  3.635  -0.47
O  -0.779  1.504  2.985  -0.69
O  -1.769  -0.502  4.053  -0.76
P  -0.743  0.002  3.124  0.79
Cl  1.566  0.142  0.576  -0.33
Cl  6.821  2.521  -10.148  -1.00
H  -1.539  1.079  -0.700  0.31
H  -0.003  0.839  -1.954  0.28
H  -1.518  0.016  -2.308  0.26
H  0.025  -1.539  -1.371  0.39
H  -1.546  -1.484  -0.645  0.25
H  1.227  -0.190  2.800  0.29

Computed properties:
HOMO level   -2.43 eV
Orbital gap   6.84 eV
Spin multiplicity   1
F_max   3.7 eV/Å
LUMO   4.41 eV
Energy above the lowest of the compared OMol25 structures with the same formula, charge and spin   0.0 kcal per mole
Charge   -2



ORCA calculation (the ωB97M-V functional and the def2-TZVPD basis) on a 17-piece molecular cluster, C53H99N5O40 overall in a non-equilibrium geometry.

Last column: Mulliken charge in e.
Atoms and positions in Å:
C  -4.397  7.343  3.168  -1.26
C  -3.077  6.950  2.495  -0.10
O  -3.409  5.918  1.557  -0.29
C  -2.337  5.387  0.950  0.75
O  -1.220  5.680  1.223  -0.55
O  -2.711  4.477  0.078  -0.32
C  -1.721  3.727  -0.583  0.46
H  -4.851  6.554  3.776  0.31
H  -5.122  7.687  2.409  0.31
H  -4.058  8.109  3.848  0.40
H  -2.343  6.594  3.231  0.25
H  -2.720  7.821  1.933  0.31
H  -1.023  3.299  0.102  0.14
H  -1.234  4.233  -1.397  -0.28
H  -2.226  2.826  -0.952  -0.20
C  -4.051  1.251  5.500  -1.04
C  -5.065  0.643  4.522  -0.34
O  -4.566  0.623  3.206  -0.31
C  -3.742  -0.391  2.857  0.69
O  -3.395  -0.526  1.706  -0.57
O  -3.361  -1.184  3.880  -0.46
C  -2.288  -2.058  3.524  -0.30
H  -3.734  2.274  5.320  0.19
H  -3.242  0.566  5.552  0.35
H  -4.603  1.148  6.467  0.38
H  -5.927  1.300  4.551  0.40
H  -5.289  -0.346  4.881  0.38
H  -1.690  -2.378  4.366  0.43
H  -1.632  -1.528  2.794  -0.13
H  -2.669  -2.923  2.964  0.20
C  1.774  5.629  -1.477  -0.65
C  0.909  6.417  -2.387  -0.11
O  1.480  7.766  -2.333  -0.28
C  1.152  8.589  -3.317  0.68
O  0.548  8.327  -4.302  -0.54
O  1.623  9.815  -3.035  -0.36
C  1.343  10.787  -4.004  -0.68
H  1.810  6.127  -0.516  0.41
H  2.814  5.488  -1.825  0.34
H  1.300  4.673  -1.298  -0.14
H  -0.125  6.401  -2.075  0.15
H  1.017  6.038  -3.383  0.30
H  0.321  11.161  -4.041  0.29
H  1.523  10.430  -5.017  0.32
H  1.981  11.609  -3.740  0.25
C  5.678  1.962  3.058  -0.59
C  5.361  1.745  4.525  0.49
O  6.407  2.472  5.231  -0.36
C  6.320  2.303  6.551  0.71
O  5.432  1.693  7.100  -0.58
O  7.271  2.938  7.208  -0.37
C  7.309  2.837  8.602  -0.67
H  5.044  1.277  2.499  -0.31
H  6.731  1.771  2.876  0.35
H  5.483  2.981  2.752  0.40
H  5.505  0.690  4.818  0.29
H  4.392  2.101  4.867  -0.11
H  7.530  1.791  8.904  0.30
H  6.473  3.211  9.181  0.29
H  8.192  3.393  8.821  0.26
C  2.051  -0.870  -2.668  0.34
C  1.688  -1.889  -3.773  -0.39
O  2.229  -1.302  -4.998  -0.41
C  2.279  -2.089  -6.082  0.62
O  1.683  -3.090  -6.305  -0.52
O  3.251  -1.584  -6.840  -0.37
C  3.525  -2.183  -8.094  -0.74
H  3.129  -0.779  -2.609  0.54
H  1.678  -1.149  -1.692  -0.08
H  1.570  0.076  -3.008  -0.54
H  0.626  -2.013  -3.814  0.18
H  2.165  -2.880  -3.598  0.55
H  3.956  -1.462  -8.728  0.27
H  2.615  -2.535  -8.563  0.33
H  4.188  -3.042  -7.999  0.27
C  -0.660  2.363  3.146  0.65
C  -0.605  3.347  4.283  -0.78
O  -0.377  2.826  5.627  -0.37
C  0.791  2.309  5.863  0.71
O  1.667  2.071  5.026  -0.56
O  0.967  2.153  7.190  -0.42
C  2.332  1.807  7.547  -0.60
H  -1.149  1.414  3.468  0.07
H  0.337  2.119  2.803  0.01
H  -1.205  2.866  2.369  -0.24
H  -1.610  3.797  4.356  0.27
H  0.180  4.116  4.123  0.29
H  2.425  1.822  8.624  0.36
H  3.022  2.539  7.139  0.24
H  2.630  0.828  7.185  0.24
C  0.563  2.431  -4.737  -0.74
N  -0.783  3.063  -4.657  0.96
O  -0.969  3.834  -3.698  -0.45
O  -1.640  2.717  -5.422  -0.57
H  0.589  1.579  -5.388  0.39
H  0.844  2.185  -3.725  -0.08
H  1.222  3.233  -5.023  0.44
C  -0.505  -0.009  0.518  0.82
N  -0.574  -1.466  0.042  1.28
O  0.089  -2.224  0.697  -0.44
O  -1.195  -1.737  -0.977  -0.28
H  -0.148  0.583  -0.333  -0.56
H  0.137  0.061  1.379  -0.69
H  -1.535  0.312  0.785  0.12
C  3.842  1.913  -0.508  -0.53
N  2.342  2.012  -0.305  0.97
O  1.899  1.933  0.834  -0.50
O  1.705  2.192  -1.311  -0.35
H  4.294  1.459  0.373  -0.28
H  4.052  2.974  -0.685  0.36
H  4.089  1.400  -1.447  0.24
C  2.621  -0.272  3.585  1.04
N  1.937  -1.567  3.848  1.12
O  2.610  -2.540  4.198  -0.63
O  0.721  -1.496  3.828  -0.52
H  3.696  -0.322  3.694  0.18
H  2.218  0.438  4.322  -0.65
H  2.412  -0.075  2.538  -0.59
C  -3.058  -0.730  -3.299  -0.41
N  -1.795  0.076  -3.114  0.78
O  -0.795  -0.210  -3.767  -0.62
O  -1.844  0.941  -2.280  -0.13
H  -3.111  -1.435  -2.498  0.14
H  -2.909  -1.241  -4.228  0.44
H  -3.960  -0.142  -3.296  -0.10
O  3.464  -0.751  0.644  -0.04
C  4.126  -1.714  0.682  0.14
O  4.982  -1.969  1.734  -0.40
C  5.645  -3.246  1.553  -0.40
C  5.522  -3.606  0.103  -0.66
C  4.201  -2.901  -0.325  0.54
H  5.107  -3.958  2.193  0.16
H  6.661  -3.174  1.903  0.36
H  5.514  -4.688  -0.009  0.32
H  6.372  -3.241  -0.463  0.35
H  3.376  -3.576  -0.084  -0.48
H  4.070  -2.640  -1.392  0.19
O  -3.129  -4.935  1.030  -0.49
C  -3.962  -4.508  0.324  0.27
O  -4.986  -5.294  -0.038  -0.48
C  -5.716  -4.724  -1.147  -0.21
C  -5.373  -3.247  -1.187  -0.44
C  -4.037  -3.187  -0.488  2.47
H  -6.762  -5.017  -1.035  0.37
H  -5.427  -5.284  -2.005  -0.11
H  -6.059  -2.653  -0.605  0.42
H  -5.353  -2.814  -2.192  0.25
H  -3.817  -2.379  0.238  -0.90
H  -3.186  -3.144  -1.212  -1.09
O  -5.762  0.997  -2.949  -0.60
C  -5.550  2.162  -3.158  0.47
O  -6.539  3.044  -3.198  -0.42
C  -6.047  4.378  -3.258  -0.60
C  -4.590  4.330  -2.823  -0.24
C  -4.231  2.923  -3.373  1.35
H  -6.627  5.082  -2.626  0.34
H  -6.156  4.621  -4.333  0.29
H  -4.471  4.429  -1.734  0.01
H  -3.969  5.077  -3.332  0.34
H  -3.420  2.481  -2.769  -1.10
H  -3.991  2.960  -4.436  0.20
O  2.182  -5.165  -2.480  -0.60
C  1.083  -5.583  -2.318  0.41
O  0.730  -6.922  -2.479  -0.46
C  -0.562  -7.196  -1.924  -0.46
C  -1.069  -5.896  -1.284  -0.51
C  -0.136  -4.871  -1.898  0.42
H  -0.427  -7.953  -1.118  0.30
H  -1.128  -7.690  -2.736  0.01
H  -0.948  -5.998  -0.219  0.61
H  -2.124  -5.666  -1.472  0.01
H  0.118  -4.052  -1.201  -0.36
H  -0.550  -4.435  -2.813  0.62
O  -3.541  -4.382  -3.727  -0.49
C  -3.187  -5.373  -4.230  0.30
O  -1.870  -5.678  -4.386  -0.06
C  -1.620  -6.710  -5.399  -0.57
C  -2.911  -7.515  -5.424  -0.60
C  -3.885  -6.483  -4.961  -0.60
H  -0.789  -7.291  -4.952  0.27
H  -1.338  -6.247  -6.351  0.43
H  -2.744  -8.300  -4.693  0.26
H  -3.136  -7.835  -6.416  0.36
H  -4.790  -6.885  -4.491  0.35
H  -4.340  -6.010  -5.826  0.37
O  0.914  -8.549  3.029  -0.61
C  1.271  -7.533  2.497  0.44
O  1.591  -7.486  1.184  -0.48
C  1.846  -6.109  0.761  0.51
C  2.121  -5.373  2.029  0.63
C  1.326  -6.136  3.085  -0.55
H  0.891  -5.817  0.376  -0.90
H  2.673  -6.069  0.033  0.41
H  1.776  -4.315  2.042  -0.19
H  3.191  -5.383  2.248  -0.01
H  0.311  -5.752  3.153  0.22
H  1.855  -6.130  4.037  0.39

Computed properties:
HOMO level   -9.78 eV
Orbital gap   9.86 eV
Spin multiplicity   1
F_max   4.2 eV/Å
LUMO   0.07 eV
Charge   0



ORCA calculation (the ωB97M-V functional and the def2-TZVPD basis) on C16H20Cl5O5Re as an isolated structure.

Last column: Mulliken charge in e.
Atoms and positions in Å:
Re  -0.251  -0.449  -0.410  1.26
C  -1.927  0.884  1.594  -0.65
C  -2.434  -0.550  1.553  -0.61
O  -1.332  -1.386  1.119  -0.43
C  -1.354  -2.839  1.219  -0.51
C  -0.724  -3.361  -0.068  -0.56
O  0.394  -2.535  -0.499  -0.44
C  1.676  -2.792  0.134  -0.53
C  1.897  -1.804  1.259  -0.57
O  1.551  -0.464  0.807  -0.41
C  2.593  0.155  0.007  -0.66
C  2.073  1.477  -0.480  -0.55
O  0.831  1.227  -1.231  -0.31
C  -0.050  2.377  -1.276  -0.07
C  -0.823  2.502  0.036  -1.00
O  -1.416  1.219  0.264  -0.12
H  -2.744  1.560  1.845  0.44
H  -1.112  0.996  2.313  0.35
H  -2.746  -0.845  2.555  0.56
H  -3.265  -0.669  0.854  0.36
H  -0.804  -3.118  2.117  0.28
H  -2.382  -3.191  1.306  0.50
H  -0.390  -4.391  0.050  0.48
H  -1.432  -3.316  -0.894  0.28
H  1.709  -3.816  0.505  0.48
H  2.415  -2.694  -0.659  0.33
H  1.248  -1.987  2.113  0.22
H  2.932  -1.816  1.600  0.53
H  3.474  0.318  0.631  0.47
H  2.850  -0.495  -0.831  0.39
H  1.851  2.136  0.359  0.35
H  2.790  1.953  -1.149  0.44
H  0.572  3.263  -1.401  0.66
H  -0.265  1.740  -3.297  0.40
H  -0.149  2.759  0.857  0.43
H  -1.597  3.272  -0.031  0.51
Cl  -1.946  -0.301  -2.113  -0.14
C  -2.158  1.396  -2.462  0.54
C  -0.927  2.239  -2.573  0.07
C  -1.197  3.601  -3.148  0.26
Cl  0.147  4.540  -3.509  -0.02
C  -2.458  4.079  -3.399  -0.34
Cl  -2.707  5.639  -4.012  -0.07
C  -3.568  3.223  -3.167  0.61
Cl  -5.093  3.783  -3.453  0.02
C  -3.400  1.847  -2.733  -0.18
Cl  -4.773  0.850  -2.620  -0.07

Computed properties:
HOMO level (alpha / beta)   -16.98 / -16.59 eV
Orbital gap (alpha / beta)   5.31 / 4.91 eV
Spin multiplicity   2
F_max   0.1 eV/Å
LUMO (alpha / beta)   -11.67 / -11.68 eV
Energy above the lowest of the compared OMol25 structures with the same formula, charge and spin   0.0 kcal per mole
Charge   +3



ORCA calculation (the ωB97M-V functional and the def2-TZVPD basis) on one molecule with the formula C2H4O4S in a non-equilibrium geometry.

Last column: Mulliken charge in e.
Atoms and positions in Å:
C  1.339  0.101  0.754  -0.28
C  -1.383  0.157  -0.796  -0.21
O  0.722  1.721  -1.048  -0.70
O  -0.595  1.861  1.010  -0.65
O  2.295  -0.296  -0.034  -0.39
O  -2.333  -0.365  0.019  -0.43
S  0.023  1.053  0.026  1.22
H  1.044  -0.710  1.383  0.34
H  -1.036  -0.516  -1.585  0.34
H  2.733  0.499  -0.372  0.39
H  -2.721  0.228  0.669  0.37

Computed properties:
HOMO level (alpha / beta)   -9.35 / -9.36 eV
Orbital gap (alpha / beta)   8.36 / 8.24 eV
Spin multiplicity   1
F_max   2.5 eV/Å
LUMO (alpha / beta)   -0.99 / -1.11 eV
Energy above the lowest of the compared OMol25 structures with the same formula, charge and spin   94.7 kcal per mole
Charge   0